5
Properties=species:S:1:pos:R:3:forces:R:3 method="wB97M-V/def2-TZVPD" e_homo_ev=-11.31
C 1.474 -0.260 0.077 1.390 1.424 0.115
C -1.705 0.862 -0.360 0.791 0.703 -0.365
O 0.760 -1.123 -0.171 -0.817 -0.936 -0.120
O 2.227 0.603 0.296 -0.558 -0.502 -0.002
S -2.756 -0.081 0.158 -0.806 -0.688 0.373

=====

138
Properties=species:S:1:pos:R:3:forces:R:3 method="wB97M-V/def2-TZVPD" e_homo_ev=-8.97 smiles=COC[C@H](C)N.COC[C@H](C)N.COC[C@H](C)N.COC[C@H](C)N.OCCO.OCCO.OCCO.OCCO.OCCO.OCCO.OCCO
C 2.356 -4.076 -0.919 1.037 -1.173 -0.296
C 2.254 -5.136 0.223 0.985 1.447 -0.268
C 2.677 -4.638 1.631 -0.615 -0.710 0.276
O 2.222 -5.554 2.652 0.689 -0.910 -0.026
C 2.960 -6.772 2.949 -0.673 0.296 1.004
N 0.881 -5.616 0.194 0.829 -0.524 0.290
H 2.304 -3.020 -0.656 -0.390 -0.107 0.171
H 1.642 -4.423 -1.665 -0.510 0.657 0.237
H 3.274 -4.224 -1.488 0.565 0.264 0.285
H 2.958 -5.948 0.040 -0.224 -0.255 -0.561
H 2.132 -3.718 1.841 0.082 0.155 0.148
H 3.743 -4.459 1.778 0.109 0.122 -0.416
H 2.258 -7.498 3.361 -0.655 -0.108 -0.824
H 3.548 -6.715 3.865 0.716 1.013 -0.121
H 3.579 -7.267 2.201 -0.238 0.496 -0.528
H 0.434 -5.098 0.936 -0.708 -0.332 0.219
H 1.020 -6.570 0.497 -1.027 -0.251 0.409
C 0.387 -0.608 2.134 -1.067 1.536 0.015
C -0.592 -0.643 0.878 1.992 0.638 1.437
C 0.088 -0.080 -0.383 0.232 2.017 2.009
O 0.371 1.368 -0.224 0.679 -1.597 -1.273
C 1.548 1.784 -0.957 -0.707 1.838 0.956
N -0.858 -2.038 0.561 -0.081 0.547 0.682
H -0.097 -0.941 3.052 -0.111 -0.981 -0.243
H 0.544 0.417 2.471 0.104 0.529 -0.595
H 1.404 -0.987 2.039 -0.216 -0.596 -0.443
H -1.470 -0.082 1.196 -0.268 0.064 -0.394
H -0.587 -0.291 -1.212 0.977 0.205 -0.260
H 1.103 -0.478 -0.413 -0.289 -0.813 -0.639
H 1.505 2.869 -0.862 -0.153 0.270 -0.188
H 1.563 1.630 -2.036 -0.128 -0.782 0.133
H 2.488 1.607 -0.434 0.025 -1.047 -0.149
H -0.946 -2.030 -0.446 0.233 -0.993 -0.240
H 0.047 -2.388 0.840 -0.028 -1.270 -0.638
C -5.561 -2.623 1.365 0.228 1.010 -0.367
C -5.156 -2.059 2.709 0.629 -2.257 1.849
C -4.882 -0.563 2.836 -2.147 -0.371 0.856
O -5.936 0.149 2.191 1.873 0.009 -2.227
C -7.293 0.116 2.466 -0.644 1.135 0.201
N -6.013 -2.633 3.781 0.101 0.908 0.260
H -6.622 -2.437 1.196 0.052 0.387 -0.464
H -5.439 -3.700 1.256 0.282 0.023 0.426
H -4.887 -2.126 0.667 -0.475 -0.154 -0.705
H -4.272 -2.630 2.993 0.899 0.678 -0.351
H -3.883 -0.267 2.516 -0.353 0.081 -1.066
H -4.898 -0.178 3.856 0.057 -0.809 0.631
H -7.827 0.349 1.544 0.255 0.470 -0.296
H -7.412 0.958 3.148 -0.946 -0.217 0.403
H -7.880 -0.756 2.754 0.915 -0.615 0.716
H -5.811 -3.623 3.775 -0.431 -0.115 0.185
H -6.997 -2.476 3.620 -0.119 -0.195 -0.025
C -3.159 -2.179 -2.006 -1.501 0.343 -0.513
C -3.716 -0.804 -2.423 0.383 -1.271 1.403
C -4.516 -0.117 -1.273 -0.060 -0.794 -2.325
O -4.789 1.194 -1.757 -0.938 -1.772 0.050
C -5.698 1.857 -0.866 2.381 0.108 -0.182
N -2.599 -0.011 -2.751 0.885 1.488 -0.599
H -4.040 -2.822 -2.026 0.321 -0.649 0.409
H -2.708 -2.137 -1.014 -0.320 -0.097 -0.004
H -2.418 -2.541 -2.719 -0.112 0.041 -0.021
H -4.299 -0.837 -3.344 -0.549 -0.359 0.255
H -3.978 -0.125 -0.325 0.228 0.140 0.183
H -5.426 -0.712 -1.191 -0.416 0.222 0.469
H -6.337 1.196 -0.280 -0.527 -0.041 -0.654
H -6.112 2.625 -1.520 -0.496 0.147 0.864
H -4.927 2.169 -0.162 -0.834 1.313 0.760
H -3.053 0.891 -2.761 0.811 0.972 -0.417
H -2.006 -0.001 -1.934 0.168 0.272 0.010
C -1.303 3.157 1.754 2.166 0.787 -0.074
C -0.236 4.145 2.449 -1.243 -2.065 -2.027
O -0.284 4.077 3.841 0.401 0.395 0.529
O -1.222 3.307 0.306 -1.799 1.237 2.197
H -2.240 3.349 2.276 -0.766 0.622 -1.080
H -1.124 2.138 2.097 0.593 -0.293 -0.370
H -0.402 5.111 1.973 -0.216 0.447 0.558
H 0.735 3.809 2.086 0.263 -0.021 0.287
H -1.113 3.715 4.164 -0.170 0.069 -0.253
H -0.595 2.689 -0.078 0.235 -0.826 0.403
C 1.886 7.616 -1.519 -0.277 -1.521 -0.982
C 1.991 6.176 -0.948 -0.283 0.746 0.868
O 1.170 5.296 -1.696 -0.023 0.595 0.270
O 0.505 7.981 -1.666 0.453 -0.289 -0.063
H 2.224 7.382 -2.529 0.119 1.052 -0.382
H 2.482 8.392 -1.040 0.042 -0.255 0.092
H 1.643 6.245 0.082 0.174 -0.543 0.350
H 2.972 5.707 -1.030 0.373 0.662 0.450
H 0.363 5.806 -1.791 -0.715 -0.128 -0.424
H 0.159 8.434 -0.893 0.203 -0.021 0.223
C 7.214 2.930 -2.858 -0.805 0.005 0.515
C 5.908 3.277 -2.135 1.732 1.863 1.570
O 4.924 2.364 -1.736 0.837 -0.743 -0.339
O 6.876 2.820 -4.182 0.153 -1.299 -2.764
H 7.727 2.061 -2.449 -0.430 -0.602 -0.297
H 7.999 3.683 -2.788 -0.353 0.657 0.700
H 5.383 4.041 -2.708 0.397 0.269 -0.155
H 6.344 3.767 -1.264 -0.623 0.256 0.797
H 4.249 2.563 -2.389 -0.839 -0.386 0.128
H 6.965 3.657 -4.644 0.079 -0.034 0.194
C 1.230 -1.600 -3.913 -1.565 0.595 0.374
C 1.021 -2.605 -5.048 -1.031 -1.303 1.573
O 0.007 -2.188 -5.944 0.666 0.847 -0.999
O -0.025 -1.486 -3.138 1.780 -0.373 -0.512
H 1.481 -0.614 -4.303 -0.137 0.190 -0.396
H 2.016 -1.765 -3.175 -0.068 -0.816 -0.143
H 0.457 -3.454 -4.662 0.693 -0.329 0.989
H 1.918 -3.058 -5.470 0.181 0.614 -0.446
H 0.440 -1.888 -6.747 -0.224 0.299 -0.176
H -0.730 -1.226 -3.737 -0.291 0.285 -0.249
C 1.604 3.864 -5.007 -1.551 0.213 0.849
C 2.887 4.277 -4.301 0.487 1.009 -2.872
O 3.020 3.830 -3.030 -0.026 -0.759 1.708
O 0.345 4.381 -4.419 1.686 -0.086 -0.601
H 1.489 2.784 -4.911 0.421 -0.245 -0.385
H 1.581 4.166 -6.054 0.157 -0.029 0.103
H 3.087 5.349 -4.307 -0.638 0.488 -0.221
H 3.738 3.933 -4.888 -0.008 -0.589 -0.268
H 2.584 4.527 -2.534 -0.489 -0.404 0.821
H 0.374 4.051 -3.518 -0.250 0.039 0.289
C 5.273 -1.787 0.343 0.551 -0.606 0.462
C 5.777 -0.512 -0.314 -1.501 -2.358 -0.269
O 6.080 0.381 0.663 0.429 1.920 1.661
O 4.082 -1.613 1.060 -1.185 0.248 0.116
H 6.014 -2.167 1.046 0.434 -0.177 -0.096
H 5.023 -2.571 -0.372 0.323 0.082 -0.261
H 4.852 -0.182 -0.787 0.547 0.234 -1.256
H 6.670 -0.759 -0.889 -0.295 0.176 -0.741
H 5.632 1.190 0.409 0.208 0.372 0.207
H 4.166 -0.922 1.722 0.366 0.160 0.013
C -2.304 -2.834 6.810 1.360 0.202 -1.036
C -3.525 -3.459 7.409 -0.130 -0.481 -1.248
O -4.652 -2.774 6.957 -0.843 1.058 0.855
O -2.411 -2.590 5.336 -0.053 -0.615 2.042
H -1.423 -3.443 7.016 0.020 -0.452 -0.217
H -2.027 -1.873 7.243 -0.636 0.213 0.320
H -3.389 -3.512 8.489 -0.415 0.362 0.102
H -3.734 -4.465 7.045 0.993 -0.583 0.144
H -4.429 -2.491 6.066 -0.374 0.179 -0.422
H -1.588 -2.115 5.201 -0.036 0.106 -0.613

=====

59
Properties=species:S:1:pos:R:3:forces:R:3 method="wB97M-V/def2-TZVPD" e_homo_ev=-8.55 smiles="CCOC(=O)c1c(C)[nH]c(C(=O)COC(=O)c2ccc(F)c(S(=O)(=O)N3CCOCC3)c2)c1C"
C 7.917 2.094 1.824 -0.386 -0.060 -0.261
C 6.836 2.555 0.864 0.289 0.507 0.024
H 7.264 2.911 -0.080 -0.098 -0.019 0.159
H 6.243 3.371 1.293 0.093 -0.104 -0.113
O 5.976 1.450 0.595 -0.010 -0.309 0.100
C 4.989 1.672 -0.285 -0.149 0.219 -0.184
O 4.822 2.745 -0.823 0.071 -0.011 0.027
C 4.151 0.495 -0.508 -0.276 -0.220 -0.105
C 3.048 0.479 -1.372 0.270 0.064 0.175
N 2.509 -0.743 -1.334 -0.068 0.211 -0.202
C 3.203 -1.551 -0.454 0.840 0.490 0.478
C 4.250 -0.787 0.077 -0.453 -0.204 -0.248
C 5.265 -1.247 1.054 0.106 -0.260 0.137
H 5.118 -2.297 1.282 0.058 0.046 0.042
H 5.191 -0.662 1.969 0.058 0.011 0.073
H 6.265 -1.091 0.653 0.072 0.004 0.046
C 2.890 -2.929 -0.211 -0.521 -0.448 -0.192
O 3.475 -3.643 0.582 -0.087 -0.059 -0.051
C 1.737 -3.550 -1.041 0.575 -0.242 -0.217
H 1.744 -3.196 -2.076 -0.055 -0.075 0.138
H 1.869 -4.635 -1.010 0.016 0.230 -0.005
O 0.467 -3.301 -0.441 -0.112 -0.096 0.359
C -0.331 -2.382 -0.968 -0.166 0.290 -0.241
O -0.035 -1.693 -1.922 -0.141 -0.088 0.012
C -1.634 -2.289 -0.266 -0.187 0.003 0.072
C -2.593 -1.407 -0.762 0.209 -0.072 -0.051
C -3.818 -1.295 -0.140 -0.551 0.392 -0.253
C -4.083 -2.065 0.979 0.157 -0.245 0.234
C -3.143 -2.948 1.489 -0.252 0.157 -0.040
C -1.916 -3.059 0.861 0.008 0.143 -0.191
H -1.171 -3.741 1.240 0.028 -0.048 0.046
H -3.382 -3.534 2.362 -0.053 -0.026 0.079
F -5.266 -1.951 1.593 0.141 -0.074 -0.049
S -5.078 -0.179 -0.789 0.600 -0.392 0.454
O -6.244 -0.952 -1.082 -0.144 0.001 0.299
O -4.459 0.570 -1.843 0.166 0.098 0.169
N -5.342 0.774 0.555 0.068 -0.638 -0.833
C -6.708 0.845 1.040 -0.648 0.015 -0.092
H -7.155 -0.140 0.913 -0.147 0.086 0.171
C -7.493 1.898 0.256 -0.041 -0.251 0.163
H -8.485 2.047 0.685 0.023 -0.095 -0.069
O -6.850 3.153 0.309 -0.053 0.116 0.148
C -5.547 3.086 -0.227 0.313 -0.039 0.007
H -5.130 4.091 -0.140 0.048 -0.083 -0.061
C -4.690 2.069 0.532 0.192 0.591 -0.219
H -3.723 1.951 0.044 0.079 0.211 0.127
H -4.547 2.390 1.569 0.027 -0.047 -0.078
H -5.585 2.790 -1.285 0.002 0.101 0.086
H -7.586 1.563 -0.788 -0.062 0.042 0.071
H -6.673 1.103 2.102 0.012 -0.038 -0.064
H -2.390 -0.808 -1.637 0.072 0.038 -0.075
H 1.653 -1.001 -1.820 0.071 -0.001 0.071
C 2.501 1.552 -2.232 -0.055 0.137 -0.070
H 3.061 1.600 -3.166 -0.002 0.053 -0.064
H 1.455 1.362 -2.461 -0.079 0.010 -0.050
H 2.615 2.514 -1.741 -0.061 0.002 -0.047
H 8.584 2.922 2.048 0.076 0.074 0.034
H 8.491 1.285 1.381 0.107 -0.070 -0.007
H 7.470 1.737 2.748 0.012 -0.026 0.128

=====

51
Properties=species:S:1:pos:R:3:forces:R:3 method="wB97M-V/def2-TZVPD" e_homo_ev=-3.69 total_charge=-1
Pb 0.492 0.111 -0.262 0.582 0.107 -0.272
N 4.210 2.704 -0.317 0.502 0.100 0.020
C 2.961 2.225 -0.545 0.220 0.329 0.086
O 2.814 1.202 -1.190 -0.017 -0.048 -0.223
C 1.839 3.052 0.039 -0.593 -0.221 -0.179
C 0.453 2.544 -0.377 0.166 0.032 0.082
H 4.987 2.121 -0.580 -0.045 0.001 0.010
H 4.381 3.459 0.321 -0.113 0.023 0.046
H 2.003 4.102 -0.251 0.145 -0.112 0.144
H 1.922 2.996 1.129 0.157 0.078 0.051
H 0.269 2.853 -1.408 -0.077 -0.164 -0.183
H -0.287 3.064 0.229 -0.211 -0.089 0.173
C -2.989 1.643 -0.438 0.025 -0.101 0.030
C -2.961 0.167 -0.692 -0.489 -0.049 0.090
C -4.115 -0.590 -0.677 -0.102 0.199 0.095
C -4.022 -1.966 -0.919 0.163 -0.066 -0.103
C -2.817 -2.512 -1.252 -0.273 -0.101 0.262
C -1.660 -1.685 -1.304 0.423 -0.208 -0.412
N -1.771 -0.373 -0.945 -0.235 0.377 0.000
N -0.465 -2.051 -1.694 -0.005 -0.631 -0.297
Si 0.293 -3.514 -2.081 0.565 -0.152 -0.053
C -0.605 -4.773 -3.227 0.122 0.511 0.396
C 0.793 -4.446 -0.485 -0.205 0.297 -0.564
C 1.879 -2.964 -2.988 -0.478 -0.401 0.310
H -3.998 2.033 -0.550 -0.066 0.064 0.017
H -2.319 2.138 -1.135 0.026 0.126 -0.057
H -2.636 1.857 0.567 0.049 0.063 0.153
H -5.064 -0.134 -0.452 -0.123 0.126 0.011
H -4.909 -2.584 -0.851 -0.027 -0.051 -0.052
H -2.689 -3.562 -1.458 -0.086 -0.161 -0.055
H -1.293 -5.411 -2.680 -0.142 -0.095 0.159
H 0.103 -5.420 -3.739 0.215 -0.080 -0.035
H -1.180 -4.249 -3.986 -0.103 0.130 -0.173
H -0.071 -4.879 0.009 -0.233 -0.094 0.054
H 1.226 -3.735 0.207 0.158 0.245 0.191
H 1.519 -5.237 -0.647 0.151 -0.210 -0.136
H 1.639 -2.426 -3.899 -0.155 0.109 -0.222
H 2.525 -3.797 -3.249 0.152 -0.210 -0.048
H 2.438 -2.282 -2.357 0.126 0.167 0.210
F 1.037 5.023 4.825 -0.027 -0.270 -0.170
C 0.823 3.814 4.265 0.012 -0.154 -0.108
C 1.867 2.910 4.100 -0.003 0.248 0.131
F 3.113 3.259 4.481 -0.193 -0.027 0.002
C 1.635 1.666 3.544 -0.270 -0.106 -0.231
F 2.680 0.828 3.425 -0.117 0.236 0.036
C 0.367 1.264 3.087 -0.003 0.516 0.472
S 0.077 -0.297 2.421 -0.225 -0.334 0.281
C -0.664 2.202 3.277 0.317 -0.189 -0.167
F -1.913 1.890 2.899 0.155 0.166 0.094
C -0.447 3.447 3.835 0.005 0.181 0.107
F -1.470 4.312 3.975 0.178 -0.105 0.025

=====

10
Properties=species:S:1:pos:R:3:forces:R:3 method="wB97M-V/def2-TZVPD" e_homo_ev="-15.50 / -15.37" total_charge=+1
C 0.447 0.645 -1.230 0.537 0.744 -0.218
C -0.834 0.022 -0.881 -1.708 -0.113 -0.760
C 0.765 -0.068 0.722 1.152 0.893 1.464
N 1.357 0.515 -0.386 0.699 0.464 -1.284
N -0.504 -0.311 0.526 -1.137 0.360 -2.370
H -1.869 0.526 -1.083 2.086 -0.845 0.460
H -0.705 -0.871 -1.604 -0.760 0.559 1.329
H 1.237 -0.777 1.377 0.856 0.326 0.618
H 1.065 1.308 1.497 -0.457 -1.354 -0.213
H -0.958 -0.990 1.062 -1.267 -1.034 0.973

=====

9
Properties=species:S:1:pos:R:3:forces:R:3 method="wB97M-V/def2-TZVPD" e_homo_ev="-7.85 / -7.85"
C 0.598 -0.309 -0.983 0.725 3.289 0.169
C -0.139 1.918 -0.252 0.820 -2.566 -0.629
S 1.679 -0.883 0.166 0.922 -0.298 0.943
I 1.731 2.525 0.406 -0.106 0.477 0.205
I -0.868 2.809 -2.010 -0.064 -0.085 0.429
H -0.285 -0.833 -1.023 -2.091 -0.701 -0.521
H 1.126 0.010 -1.885 -0.587 -0.090 0.072
H -0.847 1.770 0.588 0.342 0.254 -0.828
H 0.774 -0.995 1.145 0.039 -0.281 0.159

=====

The calculation returns the following relative energy (zero: lowest compared OMol25 entry of this formula, charge and spin) values, one per record and in order: 34.6, 175.0, 0.0, 15.1, 170.8, 59.4 kcal/mol.